1.
Formula: H80O40
Source: the OMol25 dataset
Level of theory: ωB97M-V/def2-TZVPD

Geometry as ORCA input:
```
! RIJCOSX wB97M-V def2-TZVPD def2/J DEFGRID3
* xyz 0 1
O -5.595 3.164 -0.262
O 3.479 -4.253 1.335
O -3.356 1.681 -1.314
O -4.800 -1.198 2.670
O 1.204 1.113 -1.551
O 1.144 -3.570 2.379
O -4.817 0.218 -4.087
O 0.016 -2.275 -4.712
O -2.425 -2.074 3.321
O -1.208 1.862 -2.875
O 0.180 0.956 2.296
O 2.718 -4.106 4.590
O -2.511 3.263 4.380
O 3.488 1.472 4.304
O -1.906 -0.873 -3.464
O 2.300 -1.139 5.890
O -1.913 -5.341 -1.056
O 2.029 3.013 1.362
O 0.453 5.509 2.242
O -1.110 -0.573 0.235
O 5.265 -0.463 -0.848
O 2.768 0.786 0.557
O 0.344 3.713 -4.776
O -0.132 -2.995 0.071
O -2.787 4.611 -3.113
O -1.710 2.367 -5.570
O -4.037 -2.742 0.406
O 1.445 1.193 -6.403
O -0.203 0.257 4.877
O 4.234 -2.833 -1.520
O 0.186 -6.690 0.619
O 6.180 0.403 1.832
O 3.839 1.723 -2.029
O 2.955 -1.383 2.434
O -1.521 2.425 0.744
O -5.745 0.341 -0.441
O -3.449 1.195 2.936
O -0.197 5.724 -1.821
O 2.151 -4.794 -0.631
O 3.039 0.142 -4.473
H -3.505 4.085 -2.940
H 1.211 2.187 -6.290
H -4.536 -2.682 1.259
H 2.944 1.767 -2.406
H -4.428 -0.675 1.976
H -2.470 1.376 -1.123
H 0.263 -2.153 -0.265
H -0.834 0.571 5.527
H 0.629 4.685 1.643
H -1.574 3.269 0.334
H 0.094 4.625 -5.014
H 3.429 1.007 -4.763
H 1.927 -1.535 2.259
H 2.806 -4.576 1.967
H 4.637 -1.993 -1.658
H -5.559 3.448 0.650
H 0.539 -1.848 -5.320
H 0.926 -3.168 1.507
H -5.741 -0.998 2.904
H 3.943 1.631 5.132
H -1.723 -0.835 0.961
H -2.390 -4.503 -1.063
H -0.202 -6.359 1.440
H 0.254 1.052 4.562
H 1.867 -2.022 5.583
H 0.897 1.385 -0.679
H 3.443 0.407 4.196
H -1.367 1.257 -3.611
H -0.582 5.850 -2.726
H 0.472 -3.063 -4.270
H -6.028 1.035 0.111
H -0.708 1.212 -2.320
H 1.351 0.742 -5.597
H 1.801 -4.048 4.691
H -3.059 3.610 3.643
H -1.863 -1.828 -3.165
H 2.841 0.602 1.559
H -3.787 0.209 -3.933
H 2.836 2.724 1.879
H 5.882 -0.082 2.650
H -3.885 1.097 -0.771
H -0.516 1.190 1.666
H 0.928 1.581 2.321
H 2.907 -0.134 0.236
H 5.684 0.121 1.063
H 2.510 -5.119 -1.411
H -2.175 3.807 5.062
H -4.827 -2.181 -0.044
H -1.344 -5.450 -0.249
H 1.925 0.599 -1.588
H 2.979 -3.389 3.973
H 2.546 3.051 0.488
H -2.043 4.097 -2.745
H -3.546 0.326 3.105
H 4.219 -4.308 1.949
H -2.378 2.048 0.936
H 0.300 -3.764 -0.400
H 3.722 -0.450 -4.625
H 0.319 -3.676 2.865
H -1.073 1.907 -6.082
H 0.689 5.510 -2.127
H 4.779 0.355 -0.920
H 1.666 -0.444 5.911
H 1.168 5.432 2.802
H 5.918 -0.156 -1.501
H 4.210 -3.099 -0.621
H -0.028 3.311 -3.974
H -4.892 1.117 -3.611
H -2.486 -1.337 3.885
H -2.631 2.112 -5.800
H -3.155 1.632 3.794
H -1.559 0.138 -0.375
H 0.974 -6.160 0.477
H 2.511 -5.259 0.068
H 3.694 2.015 -1.168
H -4.922 2.672 -0.874
H 3.414 -2.144 2.059
H -0.919 -0.821 -3.706
H -3.308 -2.520 3.409
H -5.998 0.096 -1.303
*
```

The LUMO energy is -0.43 eV. As for the frontier orbital gap: 9.960 eV. Its HOMO energy is -10.39 eV.

=====

2.
Formula: H80O40
Source: the OMol25 dataset
Level of theory: ωB97M-V/def2-TZVPD

Geometry as ORCA input:
```
! RIJCOSX wB97M-V def2-TZVPD def2/J DEFGRID3
* xyz 1 2
O -0.178 3.662 -4.525
O -4.939 -4.255 -0.512
O -3.568 0.040 1.950
O -4.896 2.636 2.640
O 4.936 -3.606 1.866
O 1.732 -0.602 4.009
O 1.289 -0.167 0.471
O -1.457 -3.893 -0.254
O -0.486 -1.655 -3.461
O 2.002 3.344 -1.187
O 1.453 4.837 1.472
O -6.061 -1.809 -1.123
O -4.752 0.490 -2.399
O -0.156 -4.195 -4.294
O 1.773 -2.897 -0.325
O 3.886 -2.075 -0.775
O -3.639 -1.285 -0.845
O -2.136 -1.561 4.680
O 0.173 5.882 -1.371
O -2.138 0.194 -3.538
O -0.165 3.092 0.598
O 3.383 1.386 5.222
O 2.039 1.267 2.403
O 3.597 -1.299 1.785
O 5.331 0.602 -0.699
O -0.020 0.998 -1.660
O 4.278 -3.334 -3.399
O 2.069 -2.254 -4.559
O 4.108 2.109 0.996
O 5.128 2.798 -2.402
O -2.707 2.046 0.580
O -1.949 4.169 2.179
O -0.668 -5.819 -2.116
O -3.345 -4.169 -2.709
O -1.912 2.660 -2.038
O -3.330 0.419 5.755
O 1.110 3.803 4.207
O 0.803 0.783 -4.213
O -0.372 0.722 5.407
O 0.209 -2.459 1.928
H -3.673 1.297 5.750
H -0.896 -6.244 -1.312
H 4.723 2.869 -1.529
H -0.817 -0.025 4.867
H 0.608 -3.078 1.377
H 2.299 4.264 -1.190
H 4.200 2.748 0.262
H 1.827 -0.951 0.480
H 4.257 -1.872 -1.678
H 5.536 -0.297 -0.604
H -1.478 -1.650 5.329
H 1.975 0.086 3.387
H -1.675 -3.701 -1.163
H 3.600 -3.061 -0.816
H -0.048 5.588 -0.490
H -4.283 -3.603 -0.826
H -0.863 -6.100 -2.977
H -0.835 -4.589 -0.436
H -0.880 -1.077 -4.135
H 0.092 -1.167 -2.784
H 0.487 1.279 -0.934
H -2.733 0.524 -4.225
H 2.242 0.705 1.629
H -0.866 3.076 1.249
H 4.608 0.869 -0.154
H -4.008 0.064 -2.893
H 1.499 -2.290 -3.867
H 1.543 5.047 2.383
H 1.135 -1.257 3.659
H 3.824 0.552 5.008
H -4.010 -1.718 0.046
H 0.394 -3.508 -4.521
H -0.188 0.572 -4.113
H 0.516 -0.238 0.996
H -1.723 1.042 -2.995
H -2.433 -2.440 4.520
H 4.096 -1.885 2.385
H -5.562 -2.519 -1.534
H -2.813 2.971 0.929
H -3.402 0.796 2.518
H -5.795 2.338 2.896
H 1.029 3.658 -1.295
H -3.644 0.044 4.936
H 4.915 -2.887 -3.926
H 0.982 0.394 -3.307
H 0.906 -3.224 -0.071
H -5.833 -3.846 -0.348
H -4.765 2.116 1.724
H 0.570 4.267 -4.375
H 1.873 -2.577 -1.347
H -0.630 6.285 -1.608
H 1.227 3.768 5.118
H 0.260 -4.547 -3.465
H -3.354 1.822 -0.144
H 3.147 -1.930 1.121
H -0.950 1.030 -1.312
H -1.217 3.036 -2.634
H 4.545 -4.507 1.981
H -4.312 0.776 -1.652
H 2.657 1.263 5.770
H 0.181 2.736 -4.692
H 2.940 1.631 2.897
H 5.264 -3.660 0.975
H -3.010 -4.966 -2.371
H 3.128 2.112 1.363
H -1.665 3.004 -1.200
H 4.861 1.971 -2.870
H -1.131 4.079 2.679
H 2.284 5.105 1.129
H 1.101 2.811 4.084
H -0.518 -2.070 1.479
H -5.607 -1.045 -1.408
H 1.884 -1.475 -5.093
H -3.804 0.354 1.149
H -2.748 -1.592 -0.937
H 0.669 3.302 1.144
H -2.656 -3.590 -2.969
H -2.181 4.875 2.848
H -0.764 0.321 6.256
H 3.460 -2.863 -3.869
*
```

The LUMO energy (alpha / beta) is -3.07 / -9.18 eV. As for the frontier orbital gap (alpha / beta): 9.309 / 3.202 eV. Its HOMO energy (alpha / beta) is -12.38 / -12.38 eV.

=====

Number 1: DFT total energy -3057.3567 Eh. Number 2: DFT total energy -3056.9419 Eh.